Record 1
Below is a single C20H34N4O3 molecule, with properties calculated with ωB97M-V/def2-TZVPD.

Each line ends with the natural charge from an NBO analysis.
Element x y z (Å)
C (2.6224, -0.0904, 0.5361)  -0.62
C (1.2914, 0.5665, 0.8820)  -0.21
N (0.1676, -0.0306, 0.1787)  -0.47
C (-0.5456, -1.1128, 0.8188)  -0.22
C (-1.6623, -0.6501, 1.8020)  -0.07
C (-1.6704, -1.5312, 3.0406)  -0.61
N (-1.4693, 0.7230, 2.2428)  -0.63
C (-1.8241, 1.8020, 1.4864)  0.68
O (-2.4205, 1.6903, 0.4301)  -0.62
C (-1.4174, 3.1232, 2.0169)  -0.23
C (-1.9146, 4.3635, 1.5366)  -0.25
C (-1.2674, 5.3495, 2.2265)  -0.07
N (-0.3861, 4.7636, 3.0990)  -0.33
C (0.4394, 5.4701, 4.0562)  -0.40
C (-0.4745, 3.4116, 2.9799)  -0.04
C (-0.2245, 0.3342, -1.0860)  0.69
O (-1.0362, -0.2964, -1.7250)  -0.59
C (0.3850, 1.6271, -1.6124)  -0.16
O (-0.0099, 1.8158, -2.9360)  -0.52
C (0.3525, 3.0899, -3.4222)  -0.06
C (-0.1942, 3.2306, -4.8364)  -0.06
C (-1.7115, 3.1087, -4.8080)  -0.62
N (0.2349, 4.5075, -5.3997)  -0.43
C (-0.3264, 4.7836, -6.7195)  -0.22
C (0.4858, 5.9743, -7.2263)  -0.41
C (1.8421, 5.8450, -6.5006)  -0.41
C (1.6774, 4.6113, -5.6103)  -0.22
H (3.4366, 0.3588, 1.1074)  0.21
H (2.5939, -1.1571, 0.7637)  0.21
H (2.8483, 0.0169, -0.5254)  0.21
H (1.0980, 0.4656, 1.9507)  0.20
H (1.3241, 1.6400, 0.6919)  0.21
H (-0.9807, -1.7437, 0.0473)  0.25
H (0.1850, -1.7127, 1.3729)  0.18
H (-2.6209, -0.6907, 1.2836)  0.23
H (-1.7618, -2.5825, 2.7660)  0.22
H (-0.7321, -1.4160, 3.5915)  0.19
H (-2.5003, -1.2791, 3.7011)  0.22
H (-1.1420, 0.8846, 3.1793)  0.39
H (-2.6563, 4.4836, 0.7655)  0.24
H (-1.3516, 6.4220, 2.1722)  0.21
H (1.3360, 4.8890, 4.2626)  0.21
H (0.7389, 6.4292, 3.6389)  0.21
H (-0.0961, 5.6414, 4.9909)  0.20
H (0.1646, 2.7698, 3.5654)  0.20
H (0.0175, 2.4434, -0.9704)  0.20
H (1.4815, 1.6082, -1.5330)  0.17
H (-0.0750, 3.8813, -2.7899)  0.17
H (1.4445, 3.1953, -3.4056)  0.16
H (0.2185, 2.3985, -5.4372)  0.17
H (-1.9942, 2.2237, -4.2413)  0.25
H (-2.1453, 3.9877, -4.3249)  0.21
H (-2.1296, 3.0202, -5.8101)  0.21
H (-0.1917, 3.9138, -7.3880)  0.16
H (-1.3919, 4.9956, -6.6592)  0.21
H (0.5855, 5.9578, -8.3111)  0.21
H (-0.0057, 6.9080, -6.9553)  0.21
H (2.6778, 5.7286, -7.1898)  0.21
H (2.0389, 6.7282, -5.8939)  0.21
H (2.2150, 4.7075, -4.6684)  0.20
H (2.0569, 3.7099, -6.1245)  0.16

Results
Relative energy (zero: lowest compared OMol25 entry of this formula, charge and spin) in kcal/mol: 10.5
SMILES string: CCN(C[C@@H](C)NC(=O)c1ccn(C)c1)C(=O)COC[C@@H](C)N1CCCC1
Charge: 0
HOMO-LUMO gap in eV: 8.868

***

Record 2
Below is a molecular structure, C5H4NO in a non-equilibrium geometry, with properties calculated with ωB97M-V/def2-TZVPD.

Each line ends with the natural charge from an NBO analysis.
Element x y z (Å)
C (-0.7910, -0.6235, 1.2324)  0.27
C (-1.4738, -0.6911, 0.1707)  0.09
C (0.8314, 0.4269, 0.0214)  -0.23
C (0.2011, 0.5599, -1.1017)  -0.04
C (0.5025, -0.1606, 1.3933)  -0.55
N (-1.4668, -0.3547, -1.0732)  0.27
O (-2.1005, -0.2588, -2.0204)  -0.11
H (1.8065, 0.9365, 0.0725)  0.31
H (0.3968, 1.0289, -2.1527)  0.31
H (0.9651, 0.2060, 2.3144)  0.32
H (1.1288, -1.0697, 1.1434)  0.35

Results
Relative energy (zero: lowest compared OMol25 entry of this formula, charge and spin) in kcal/mol: 144.1
Charge: +1
HOMO-LUMO gap in eV: 8.614

***

Record 3
Below is a molecular structure, C18H15N5O2STi, with properties calculated with ωB97M-V/def2-TZVPD.

Each line ends with the natural charge from an NBO analysis.
Element x y z (Å)
Ti (-0.0911, 0.0572, 0.0094)  1.47
N (3.3446, 1.1809, 2.8565)  -0.81
C (2.1833, 0.7997, 2.2291)  0.30
S (2.3692, 0.0700, 0.6584)  -0.35
N (1.0811, 0.9668, 2.8820)  -0.42
N (-0.0423, 0.5216, 2.1993)  -0.29
C (-0.9953, 0.1416, 2.9634)  0.15
C (-2.2581, -0.4260, 2.5057)  -0.20
C (-3.3531, -0.3357, 3.3712)  -0.15
C (-4.5739, -0.8861, 3.0444)  -0.26
C (-4.7017, -1.5730, 1.8384)  -0.19
C (-3.6238, -1.7024, 0.9891)  -0.23
C (-2.3764, -1.1369, 1.2922)  0.36
O (-1.3531, -1.3393, 0.4764)  -0.75
H (4.1256, 1.3490, 2.2482)  0.39
H (3.2304, 1.7720, 3.6633)  0.39
H (-0.8413, 0.1668, 4.0407)  0.19
H (-3.2291, 0.1883, 4.3117)  0.21
H (-5.4156, -0.7933, 3.7175)  0.21
H (-5.6504, -2.0179, 1.5658)  0.21
H (-3.7139, -2.2472, 0.0573)  0.21
C (0.8256, -3.9851, -1.9055)  -0.25
C (1.3912, -3.6938, -3.1333)  -0.14
C (1.5399, -2.3700, -3.5133)  -0.23
C (1.1245, -1.3709, -2.6496)  0.19
N (0.5626, -1.6585, -1.4664)  -0.46
C (0.4179, -2.9302, -1.1049)  0.10
C (1.2485, 0.0801, -2.9386)  0.18
C (1.7675, 0.5917, -4.1171)  -0.22
C (1.8346, 1.9652, -4.2774)  -0.15
C (1.3731, 2.7842, -3.2612)  -0.24
C (0.8620, 2.1909, -2.1195)  0.11
N (0.8105, 0.8729, -1.9579)  -0.42
H (0.6938, -5.0045, -1.5735)  0.23
H (1.7153, -4.4877, -3.7932)  0.22
H (1.9817, -2.1292, -4.4690)  0.22
H (-0.0597, -3.0877, -0.1474)  0.24
H (2.1124, -0.0637, -4.9032)  0.22
H (2.2375, 2.3889, -5.1876)  0.22
H (1.4011, 3.8605, -3.3482)  0.23
H (0.4604, 2.7757, -1.3029)  0.24
O (-1.1093, 1.2752, -0.2711)  -0.74

Results
Relative energy (zero: lowest compared OMol25 entry of this formula, charge and spin) in kcal/mol: 3.7
Charge: 0
HOMO-LUMO gap in eV: 7.022